The following is a quantum chemistry calculation of C17H29INO4P2Re as an isolated structure at a distorted geometry, from the Open Molecules 2025 dataset.

Output
total charge = +3
Kohn-Sham gap (spin up / spin down) = 6.4506 / 5.2397 eV
spin multiplicity = 4
⟨S²⟩ = 3.774

Positions of all 55 atoms, in Å:
Re (9.637, 12.101, 6.736)
C (13.127, 11.347, 5.657)
P (12.043, 12.251, 6.902)
C (12.611, 13.998, 6.955)
C (12.533, 11.508, 8.549)
C (11.501, 11.798, 9.647)
P (9.672, 11.583, 9.088)
C (8.595, 12.750, 10.045)
C (9.140, 9.879, 9.555)
H (14.151, 11.228, 6.026)
H (13.144, 11.879, 4.690)
H (12.732, 10.325, 5.538)
H (13.666, 14.017, 7.187)
H (12.064, 14.536, 7.726)
H (12.427, 14.482, 5.999)
H (13.521, 11.863, 8.854)
H (12.637, 10.422, 8.401)
H (11.554, 12.823, 10.064)
H (11.657, 11.137, 10.528)
H (8.555, 12.433, 11.116)
H (7.565, 12.727, 9.671)
H (9.010, 13.756, 9.991)
H (9.121, 9.724, 10.651)
H (9.838, 9.178, 9.116)
H (8.129, 9.720, 9.150)
C (9.016, 18.818, 6.193)
O (7.757, 18.222, 6.231)
C (7.591, 16.898, 6.255)
C (6.224, 16.525, 6.061)
C (5.982, 15.174, 6.140)
C (7.033, 14.221, 6.198)
C (6.697, 12.851, 6.176)
C (5.268, 12.309, 6.215)
O (7.608, 11.926, 6.113)
C (8.389, 14.660, 6.226)
O (9.471, 13.872, 6.039)
C (8.662, 16.034, 6.433)
H (8.835, 19.888, 5.978)
H (9.703, 18.383, 5.437)
H (9.513, 18.759, 7.171)
H (5.501, 17.350, 5.881)
H (4.960, 14.793, 6.241)
H (4.635, 12.774, 6.977)
H (5.310, 11.228, 6.408)
H (4.771, 12.444, 5.220)
H (9.652, 16.447, 6.617)
N (10.355, 9.228, 4.182)
C (9.809, 9.268, 5.395)
O (9.437, 10.379, 5.887)
C (9.599, 7.990, 6.081)
I (11.316, 6.721, 6.623)
H (10.493, 10.066, 3.632)
H (10.610, 8.300, 3.832)
H (9.015, 7.293, 5.469)
H (9.076, 8.119, 7.019)